Entry 1:
Below is the molecule C4H3Cl3 in a non-equilibrium geometry, with properties calculated with ωB97M-V with the def2-TZVPD basis set.

```
10
Properties=species:S:1:pos:R:3:mulliken_spin:R:1
C 0.050 0.246 0.019 -0.20
C -0.653 1.336 0.093 0.97
C -1.044 -0.667 -0.148 0.85
C 1.504 -0.081 0.056 0.11
Cl -1.965 2.281 0.236 0.11
Cl -1.808 -1.048 -1.714 0.06
Cl -1.599 -1.481 1.204 0.12
H 1.571 -0.972 0.768 -0.01
H 2.015 0.746 0.404 -0.01
H 1.930 -0.360 -0.917 0.00
```

Computed properties:
Highest occupied orbital energy (alpha / beta) in eV: -6.66 / -9.68
Frontier orbital gap (alpha / beta) in eV: 7.345 / 8.584
2S+1: 3
Charge: 0
ΔE to the lowest compared entry with this formula, charge and spin in eV: 0.000

***

Entry 2:
Below is the molecule C19H32N4O3S, with properties calculated with ωB97M-V with the def2-TZVPD basis set.

```
59
Properties=species:S:1:pos:R:3:nbo_charge:R:1
C -1.214 5.595 -1.406 -0.60
C 0.147 4.942 -1.613 -0.40
C 0.440 3.909 -0.523 -0.22
N 1.793 3.389 -0.659 -0.45
C 2.418 2.976 0.580 -0.21
C 1.863 1.649 1.119 -0.26
N 2.003 0.640 0.098 -0.67
S 1.840 -0.915 0.652 2.36
O 1.670 -1.772 -0.488 -0.96
O 2.964 -1.170 1.511 -0.95
C 0.385 -0.991 1.665 -0.44
C 0.327 -0.924 3.039 0.20
C 1.401 -0.759 4.049 -0.67
N -0.984 -1.039 3.390 -0.50
C -1.770 -1.177 2.277 0.16
C -3.246 -1.329 2.365 -0.65
C -0.941 -1.162 1.183 -0.18
C -1.333 -1.161 -0.253 0.69
O -1.502 -0.099 -0.838 -0.65
N -1.535 -2.354 -0.833 -0.42
C -1.770 -2.430 -2.259 -0.22
C -0.583 -3.102 -2.944 -0.41
C -0.373 -4.493 -2.354 -0.40
C -0.139 -4.361 -0.852 -0.42
C -1.317 -3.634 -0.202 -0.21
C 1.363 0.986 -1.154 -0.28
C 1.927 2.327 -1.641 -0.21
H -1.251 6.111 -0.449 0.20
H -2.001 4.843 -1.420 0.20
H -1.416 6.317 -2.193 0.21
H 0.933 5.699 -1.596 0.20
H 0.170 4.461 -2.592 0.19
H 0.368 4.406 0.449 0.19
H -0.327 3.123 -0.555 0.18
H 2.293 3.763 1.327 0.20
H 3.486 2.848 0.381 0.20
H 2.435 1.312 1.985 0.22
H 0.807 1.773 1.410 0.18
H 1.281 -1.480 4.856 0.22
H 1.379 0.243 4.480 0.22
H 2.361 -0.917 3.566 0.28
H -1.328 -1.022 4.337 0.41
H -3.515 -2.298 2.789 0.22
H -3.677 -1.253 1.371 0.24
H -3.678 -0.551 2.993 0.22
H -1.912 -1.411 -2.624 0.24
H -2.687 -3.007 -2.435 0.18
H -0.761 -3.156 -4.019 0.21
H 0.310 -2.502 -2.761 0.22
H 0.486 -4.975 -2.823 0.21
H -1.255 -5.113 -2.543 0.19
H -0.018 -5.342 -0.389 0.21
H 0.764 -3.773 -0.682 0.24
H -1.131 -3.485 0.862 0.22
H -2.233 -4.229 -0.321 0.18
H 1.592 0.189 -1.861 0.23
H 0.274 1.049 -1.041 0.22
H 1.421 2.623 -2.560 0.21
H 2.995 2.211 -1.850 0.20
```

Computed properties:
Highest occupied orbital energy in eV: -8.12
Frontier orbital gap in eV: 8.668
Charge: 0
SMILES string: CCCN1CCN(S(=O)(=O)c2c(C)[nH]c(C)c2C(=O)N2CCCCC2)CC1
ΔE to the lowest compared entry with this formula, charge and spin in eV: 0.083

***

Entry 3:
Below is a structure of composition C35H58N3OP2Pd in a non-equilibrium geometry, with properties calculated with ωB97M-V with the def2-TZVPD basis set.

```
100
Properties=species:S:1:pos:R:3:mulliken_spin:R:1
C 2.066 -1.423 -1.043 -0.02
C 1.042 0.441 -2.062 -0.01
C 3.007 -1.493 -2.070 0.00
C 1.904 0.361 -3.150 0.02
C 2.904 -0.613 -3.148 0.00
H 3.767 -2.272 -2.016 0.00
H 1.790 1.074 -3.968 0.00
H 3.596 -0.685 -3.978 0.00
N 1.172 -0.418 -1.026 0.08
P 0.240 -2.559 0.716 0.33
P -0.343 2.129 -0.275 0.29
C 1.966 -2.502 0.033 0.10
H 2.245 -3.476 -0.386 0.02
H 2.670 -2.306 0.853 0.01
C -1.789 -0.430 1.788 0.09
O -2.721 -0.494 2.465 0.03
C -0.144 1.377 -2.010 0.24
H -0.074 2.165 -2.767 0.00
C -1.940 3.137 -0.369 0.10
C 1.117 3.330 -0.051 0.09
C -0.669 -3.633 -0.557 0.07
C 0.376 -3.436 2.382 0.02
C -3.087 2.294 0.214 0.03
H -3.029 2.219 1.307 0.01
H -4.037 2.792 -0.034 0.00
H -3.124 1.284 -0.210 -0.01
C -1.861 4.439 0.443 0.01
H -1.652 4.263 1.505 0.00
H -1.122 5.140 0.040 0.00
H -2.843 4.933 0.382 0.01
C -2.301 3.500 -1.817 0.05
H -3.091 4.268 -1.781 0.01
H -1.465 3.935 -2.377 0.00
H -2.701 2.635 -2.363 -0.01
C 1.045 3.887 1.391 0.00
H 0.452 3.241 2.050 -0.01
H 2.052 3.938 1.828 0.00
H 0.622 4.900 1.431 0.00
C 2.433 2.552 -0.227 0.03
H 2.414 1.584 0.285 -0.02
H 2.661 2.378 -1.286 0.00
H 3.257 3.134 0.217 0.00
C 1.079 4.450 -1.116 0.03
H 0.380 4.251 -1.938 0.00
H 0.848 5.426 -0.668 0.01
H 2.074 4.543 -1.584 0.00
C -1.048 -3.677 2.906 0.01
H -0.977 -4.197 3.874 0.00
H -1.590 -2.739 3.076 0.00
H -1.647 -4.302 2.233 0.00
C 1.124 -2.579 3.414 0.02
H 2.152 -2.359 3.101 0.00
H 0.614 -1.635 3.629 -0.01
H 1.181 -3.148 4.356 0.00
C 1.140 -4.766 2.270 0.02
H 1.973 -4.718 1.560 0.00
H 1.573 -5.003 3.253 0.01
H 0.490 -5.609 2.014 0.00
C -0.213 -3.296 -1.985 -0.02
H 0.842 -3.548 -2.166 0.00
H -0.814 -3.889 -2.694 0.00
H -0.378 -2.238 -2.224 0.01
C -2.185 -3.357 -0.423 0.03
H -2.518 -2.618 -1.170 0.02
H -2.734 -4.304 -0.568 0.00
H -2.465 -2.941 0.557 -0.02
C -0.380 -5.128 -0.360 0.05
H 0.697 -5.343 -0.366 0.00
H -0.848 -5.528 0.546 0.00
H -0.824 -5.670 -1.211 0.00
Pd -0.323 -0.220 0.561 1.34
N -1.819 -0.341 -1.235 0.88
C -1.464 0.386 -2.180 -0.19
C -2.184 0.285 -3.621 0.08
C -1.671 1.309 -4.620 0.01
C -1.848 -1.092 -4.190 0.00
C -3.708 0.407 -3.424 0.00
H -1.839 2.342 -4.304 0.00
H -0.603 1.161 -4.811 0.00
H -2.195 1.179 -5.575 0.00
H -2.175 -1.891 -3.514 -0.01
H -2.348 -1.244 -5.157 0.00
H -0.766 -1.189 -4.350 0.00
H -4.154 1.110 -4.141 0.00
H -4.190 -0.568 -3.573 0.00
H -3.976 0.729 -2.409 0.00
C 3.316 1.635 5.728 0.00
C 2.482 1.270 4.543 0.00
C 3.066 0.686 3.419 0.01
C 2.266 0.337 2.341 -0.03
N 0.932 0.533 2.333 0.19
C 0.372 1.152 3.386 -0.01
C 1.109 1.493 4.519 0.01
H 3.813 0.743 6.133 0.00
H 4.101 2.356 5.458 0.00
H 2.691 2.076 6.513 0.00
H 4.132 0.472 3.346 0.00
H 2.728 -0.118 1.455 0.01
H -0.688 1.402 3.331 0.00
H 0.588 1.931 5.363 0.00
```

Computed properties:
Highest occupied orbital energy (alpha / beta) in eV: -15.89 / -18.05
Frontier orbital gap (alpha / beta) in eV: 7.674 / 4.952
2S+1: 5
Charge: +3

***

Entry 4:
Below is the molecule C4H9NO2 in a non-equilibrium geometry, with properties calculated with ωB97M-V with the def2-TZVPD basis set.

```
16
Properties=species:S:1:pos:R:3:nbo_charge:R:1
O 2.704 -1.650 -0.794 -0.52
C 1.664 -1.785 -1.370 0.45
C 0.528 -0.836 -1.360 -0.53
C 0.298 -0.269 0.073 -0.22
N -0.633 0.817 0.018 -0.65
C -0.866 1.564 1.230 0.09
O -1.608 0.865 2.235 -0.73
H 1.476 -2.754 -1.974 0.09
H -0.487 -1.119 -1.681 0.22
H 0.887 0.045 -1.987 0.25
H 1.313 -0.021 0.456 0.22
H 0.054 -1.068 0.800 0.18
H -1.541 0.683 -0.415 0.36
H -1.423 2.464 0.957 0.16
H 0.127 1.837 1.644 0.17
H -2.493 1.227 2.168 0.46
```

Computed properties:
Highest occupied orbital energy in eV: -9.25
Frontier orbital gap in eV: 10.009
Charge: 0
SMILES string: O=CCCNCO
ΔE to the lowest compared entry with this formula, charge and spin in eV: 2.264

***

Entry 5:
Below is a cluster of 2 separate species, CH5NO2 in total in a non-equilibrium geometry, with properties calculated with ωB97M-V with the def2-TZVPD basis set.

```
9
Properties=species:S:1:pos:R:3:nbo_charge:R:1
C 1.892 -0.214 0.211 -0.25
N 0.642 0.207 0.086 -0.02
O -0.090 0.192 -0.932 -0.53
H 2.526 0.169 0.990 0.20
H 2.352 -0.513 -0.718 0.20
H 0.013 0.556 0.892 0.39
O -2.297 -0.228 0.174 -0.99
H -1.913 -0.488 -0.764 0.51
H -3.125 0.318 0.061 0.47
```

Computed properties:
Highest occupied orbital energy in eV: -9.14
Frontier orbital gap in eV: 9.882
Charge: 0
SMILES string: C=[NH+][O-].O
ΔE to the lowest compared entry with this formula, charge and spin in eV: 3.638

***

Entry 6:
Below is a cluster of 2 separate species, C12H17NS in total in a non-equilibrium geometry, with properties calculated with ωB97M-V with the def2-TZVPD basis set.

```
31
Properties=species:S:1:pos:R:3:nbo_charge:R:1
C 3.619 2.516 0.986 -0.64
C 2.376 2.291 0.216 -0.08
C 1.457 3.265 -0.117 -0.04
N 0.439 2.676 -0.826 -0.52
C 0.638 1.311 -0.897 0.13
C -0.086 0.266 -1.485 -0.24
C 0.517 -0.974 -1.585 -0.22
C 1.856 -1.160 -1.146 -0.23
C 2.508 -0.219 -0.403 -0.19
C 1.907 1.058 -0.265 -0.09
H 4.524 2.595 0.357 0.21
H 3.916 1.670 1.602 0.22
H 3.685 3.471 1.508 0.22
H 1.699 4.314 -0.101 0.22
H -0.532 2.964 -0.846 0.41
H -1.111 0.255 -1.833 0.22
H -0.074 -1.862 -1.746 0.21
H 2.426 -2.029 -1.445 0.21
H 3.496 -0.363 0.018 0.21
C -3.776 -2.565 -0.854 -0.63
C -3.155 -1.616 0.159 -0.49
S -2.844 -2.592 1.739 0.15
C -1.599 -1.476 2.453 -0.75
H -3.852 -1.925 -1.752 0.21
H -4.823 -2.834 -0.735 0.22
H -3.157 -3.406 -1.136 0.22
H -2.147 -1.304 -0.094 0.21
H -3.827 -0.780 0.321 0.21
H -2.034 -0.475 2.530 0.21
H -1.370 -1.792 3.471 0.23
H -0.678 -1.282 1.907 0.22
```

Computed properties:
Highest occupied orbital energy in eV: -7.92
Frontier orbital gap in eV: 8.714
Charge: 0
SMILES string: Cc1c[nH]c2ccccc12.CCSC
ΔE to the lowest compared entry with this formula, charge and spin in eV: 1.512

***

Entry 7:
Below is a cluster of 2 separate species, C12H14F3INO3S in total in a non-equilibrium geometry, with properties calculated with ωB97M-V with the def2-TZVPD basis set.

```
35
Properties=species:S:1:pos:R:3:nbo_charge:R:1
C 0.172 0.389 5.028 -0.65
C 1.229 -0.049 4.114 -0.29
N 2.341 0.716 4.157 0.42
O 3.380 0.500 3.488 -0.60
O 2.257 1.721 4.939 -0.62
H -0.678 -0.286 4.878 0.17
H 0.422 0.415 6.096 0.21
H -0.081 1.436 4.765 0.21
H 1.193 -0.954 3.539 0.18
C -2.012 -0.375 -2.864 -0.63
C -0.682 0.089 -2.286 0.26
C 0.084 0.880 -3.314 -0.67
C -0.800 0.693 -0.906 -0.12
C 0.319 1.057 -0.151 -0.14
I 2.226 1.491 -0.944 0.15
C 0.304 0.969 1.248 -0.17
C -0.815 0.475 1.909 -0.21
C -1.955 0.148 1.172 -0.22
C -1.975 0.387 -0.199 -0.19
O -0.139 -1.231 -1.879 -0.69
S 1.418 -1.889 -1.990 0.54
C 1.325 -2.347 -3.799 0.80
F 1.905 -1.402 -4.632 -0.34
F 1.907 -3.558 -4.018 -0.33
F 0.018 -2.458 -4.230 -0.33
H -2.679 0.460 -3.140 0.21
H -1.744 -0.994 -3.727 0.23
H -2.484 -1.039 -2.133 0.23
H -0.607 1.593 -3.805 0.22
H 0.875 1.504 -2.895 0.23
H 0.535 0.232 -4.088 0.23
H 1.231 1.171 1.775 0.25
H -0.773 0.308 2.980 0.25
H -2.813 -0.315 1.656 0.21
H -2.903 0.260 -0.746 0.20
```

Computed properties:
Highest occupied orbital energy in eV: -3.06
Frontier orbital gap in eV: 5.331
Charge: -1
ΔE to the lowest compared entry with this formula, charge and spin in eV: 1.030

***

Entry 8:
Below is the ion C7H14N with charge +1 in a non-equilibrium geometry, with properties calculated with ωB97M-V with the def2-TZVPD basis set.

```
22
Properties=species:S:1:pos:R:3:nbo_charge:R:1
C -1.114 0.891 1.987 -0.38
C -1.681 0.431 0.875 -0.28
C -1.447 -0.803 0.159 -0.27
C -0.209 -1.262 -0.167 0.07
C 0.070 -2.627 -0.865 -0.63
C 1.034 -0.426 0.144 -0.47
C 1.312 0.834 -0.684 -0.24
N 0.468 2.084 -0.755 -0.70
H -1.211 1.979 2.216 0.20
H -0.443 0.349 2.715 0.22
H -2.579 0.977 0.504 0.23
H -2.274 -1.451 -0.067 0.23
H 0.507 -2.495 -1.879 0.23
H 0.665 -3.134 -0.146 0.23
H -0.892 -3.086 -0.908 0.23
H 2.071 -0.915 -0.023 0.26
H 1.075 -0.226 1.218 0.24
H 1.504 0.435 -1.705 0.24
H 2.325 1.242 -0.465 0.23
H 0.355 2.346 -1.726 0.45
H 0.871 2.868 -0.237 0.44
H -0.406 1.988 -0.190 0.47
```

Computed properties:
Highest occupied orbital energy in eV: -12.51
Frontier orbital gap in eV: 9.006
Charge: +1
SMILES string: C=C/C=C(/C)CC[NH3+]
ΔE to the lowest compared entry with this formula, charge and spin in eV: 1.602

***

Entry 9:
Below is a structure of composition C29H45Cl2IrN2P in a non-equilibrium geometry, with properties calculated with ωB97M-V with the def2-TZVPD basis set.

```
80
Properties=species:S:1:pos:R:3:mulliken_spin:R:1
P 3.627 -0.376 -1.870 -0.02
C 3.786 0.277 -3.687 -0.05
C 5.134 0.300 -4.444 0.00
C 4.988 1.003 -5.792 0.00
C 3.839 0.442 -6.644 0.00
C 2.528 0.281 -5.873 0.00
C 2.736 -0.436 -4.538 0.03
C 4.149 -2.227 -2.049 -0.09
C 5.225 -2.601 -3.079 0.00
C 5.598 -4.070 -2.933 0.00
C 4.387 -4.995 -3.034 0.00
C 3.223 -4.573 -2.134 0.01
C 2.891 -3.084 -2.253 0.04
C 5.347 0.235 -1.299 0.01
C 5.449 1.776 -1.321 0.03
C 6.823 2.312 -0.881 0.00
C 7.277 1.740 0.465 0.00
C 7.188 0.213 0.510 0.00
C 5.813 -0.329 0.060 0.02
H 3.472 1.317 -3.481 -0.01
H 5.461 -0.732 -4.615 0.00
H 5.929 0.785 -3.863 0.00
H 5.942 0.922 -6.335 0.00
H 4.794 2.067 -5.601 0.00
H 3.678 1.109 -7.495 0.00
H 4.145 -0.524 -7.067 0.00
H 2.105 1.273 -5.670 0.00
H 1.806 -0.289 -6.466 0.00
H 1.782 -0.513 -3.999 0.00
H 3.087 -1.463 -4.733 0.00
H 4.542 -2.413 -1.032 -0.01
H 6.061 -4.204 -1.948 0.00
H 6.123 -1.978 -2.965 0.00
H 4.828 -2.425 -4.089 0.00
H 6.346 -4.320 -3.694 0.00
H 4.696 -6.009 -2.772 0.00
H 4.052 -5.040 -4.075 0.00
H 2.328 -5.159 -2.368 0.00
H 3.494 -4.784 -1.092 0.00
H 2.120 -2.795 -1.522 0.00
H 2.477 -2.876 -3.252 0.00
H 5.961 -0.222 -2.100 0.00
H 5.227 2.172 -2.321 0.00
H 4.686 2.209 -0.658 0.00
H 7.577 2.058 -1.639 0.00
H 6.773 3.408 -0.820 0.00
H 6.648 2.156 1.263 0.00
H 8.306 2.052 0.674 0.00
H 7.393 -0.147 1.529 0.00
H 7.966 -0.200 -0.148 0.00
H 5.887 -1.425 0.017 0.00
H 5.069 -0.114 0.841 0.00
Ir 0.735 -0.042 -0.194 2.36
Cl 1.961 -1.487 1.064 0.18
Cl 0.331 1.540 -1.721 0.22
C -0.979 -0.888 -0.193 0.75
H -1.518 -0.745 0.761 0.04
C -1.588 -1.810 -1.154 -0.08
C -2.712 -2.633 -0.867 0.17
C -3.107 -3.604 -1.780 -0.11
C -2.426 -3.761 -3.007 0.22
C -1.381 -2.875 -3.332 -0.10
C -0.992 -1.880 -2.430 0.20
H -3.235 -2.492 0.062 0.01
H -3.954 -4.283 -1.558 -0.01
H -0.881 -2.980 -4.312 -0.01
H -0.240 -1.153 -2.700 -0.01
H -2.740 -4.552 -3.709 0.02
C -2.891 3.145 2.758 0.00
N -1.705 2.369 2.392 0.01
C -0.634 2.132 3.241 0.00
C 0.288 1.382 2.547 0.00
N -0.231 1.147 1.278 0.15
C -1.425 1.774 1.190 0.02
H -3.344 2.700 3.669 0.00
H -2.569 4.181 2.987 0.00
H -3.602 3.126 1.912 0.00
H -0.616 2.500 4.252 0.00
H 1.232 0.929 2.824 -0.01
H -2.106 1.736 0.333 -0.02
```

Computed properties:
Highest occupied orbital energy (alpha / beta) in eV: -1.38 / -3.91
Frontier orbital gap (alpha / beta) in eV: 3.780 / 6.292
2S+1: 5
Charge: -1
ΔE to the lowest compared entry with this formula, charge and spin in eV: 0.046

***

Entry 10:
Below is the molecule C7H7NS in a non-equilibrium geometry, with properties calculated with ωB97M-V with the def2-TZVPD basis set.

```
16
Properties=species:S:1:pos:R:3:nbo_charge:R:1
N 2.782 -1.324 -0.048 -0.30
C 1.721 -0.955 -0.267 0.25
C 0.408 -0.461 -0.572 -0.16
S 0.209 -1.093 -2.512 -0.07
C -0.635 -1.208 0.178 -0.20
C -1.335 -0.625 1.151 -0.19
C -1.107 0.757 1.513 -0.25
C -0.323 1.536 0.772 -0.12
C 0.320 1.058 -0.498 -0.47
H 1.482 -0.874 -2.845 0.14
H -0.746 -2.251 -0.069 0.23
H -2.070 -1.189 1.705 0.22
H -1.588 1.132 2.403 0.22
H -0.156 2.573 1.023 0.21
H -0.281 1.435 -1.335 0.25
H 1.320 1.490 -0.600 0.24
```

Computed properties:
Highest occupied orbital energy in eV: -9.11
Frontier orbital gap in eV: 9.006
Charge: 0
SMILES string: N#C[C@@]1(S)C=CC=CC1
ΔE to the lowest compared entry with this formula, charge and spin in eV: 0.400

***

no.,E (Eh)
1,-1534.59192
2,-1586.14263
3,-2417.49204
4,-363.00234
5,-246.22318
6,-920.36192
7,-1741.48127
8,-329.54866
9,-2607.57973
10,-723.81816